No. 1
88
Properties=species:S:1:pos:R:3 method="wB97M-V/def2-TZVPD" e_above_lowest_ev=0.649 spin_multiplicity=1 homo_ev=-4.4 orbital_gap_ev=6.489 charge=-1
Cs -1.4931 0.5141 0.7766
C 0.1554 -2.2188 -2.1284
C -0.2203 -2.2381 -3.6199
C -0.4542 -0.8822 -4.2182
C -1.5152 -0.6474 -5.0871
C -1.6974 0.6207 -5.6070
C -0.8257 1.6285 -5.2315
C 0.1976 1.3088 -4.3557
N 0.4021 0.0856 -3.8720
N -0.3496 -3.4035 -1.4650
C -1.7711 -3.4968 -1.2482
C -2.2216 -3.6021 0.1931
C -2.9675 -4.6877 0.6260
C -3.3927 -4.7325 1.9458
C -3.0549 -3.6883 2.7819
C -2.2953 -2.6421 2.2630
N -1.8751 -2.5952 0.9996
C 0.5202 -4.1857 -0.6330
C 0.6969 -3.6601 0.7823
C 0.4489 -4.4766 1.8784
C 0.4961 -3.9261 3.1499
C 0.7979 -2.5827 3.2780
C 1.0782 -1.8550 2.1272
N 1.0409 -2.3770 0.9031
H -0.2140 -1.2947 -1.6777
H 1.2383 -2.2108 -2.0064
H -1.1184 -2.8441 -3.7475
H 0.5680 -2.7377 -4.1950
H -2.2034 -1.4493 -5.3196
H -2.5254 0.8271 -6.2737
H -0.9487 2.6456 -5.5776
H 0.8768 2.0815 -4.0113
H -2.2006 -4.3490 -1.7943
H -2.2294 -2.5849 -1.6458
H -3.2044 -5.4852 -0.0677
H -3.9764 -5.5705 2.3087
H -3.3642 -3.6606 3.8184
H -2.0138 -1.8050 2.8963
H 1.5011 -4.2456 -1.1137
H 0.1394 -5.2132 -0.5715
H 0.1619 -5.5093 1.7238
H 0.2692 -4.5277 4.0219
H 0.8048 -2.0910 4.2423
H 1.3284 -0.8021 2.1806
I -1.3243 -0.9826 6.2838
C -1.6379 0.9811 5.6473
C -1.6943 2.0131 6.5848
C -1.9182 3.3096 6.2001
I -1.9878 4.7876 7.6809
C -2.0907 3.6262 4.8262
C -2.3305 4.9236 4.3223
C -2.4715 5.1227 2.9775
C -2.3655 4.0201 2.1124
N -2.1599 2.8002 2.5469
C -2.0238 2.5777 3.8731
C -1.8091 1.1751 4.2622
O -1.7809 0.2711 3.3937
H -1.5585 1.7761 7.6319
H -2.4017 5.7543 5.0124
H -2.6568 6.1101 2.5744
H -2.4588 4.1431 1.0363
O 1.7091 1.0284 0.6283
S 1.7137 1.1014 -0.8623
C 1.9750 2.8379 -1.2420
C 1.6294 3.7522 -0.2634
C 1.7117 5.1092 -0.5472
C 2.1260 5.5375 -1.7982
C 2.4682 4.6095 -2.7753
C 2.3923 3.2543 -2.5005
C 3.2793 0.4620 -1.4370
C 4.4100 0.5402 -0.6383
C 5.5944 -0.0061 -1.1021
C 5.6356 -0.6245 -2.3491
C 4.4929 -0.7097 -3.1291
C 3.2951 -0.1727 -2.6693
H 1.3016 3.3927 0.7033
H 1.4397 5.8303 0.2128
H 2.1809 6.5965 -2.0170
H 2.7974 4.9437 -3.7513
H 2.6727 2.5252 -3.2505
H 4.3411 1.0062 0.3372
H 6.4879 0.0421 -0.4927
H 6.5647 -1.0535 -2.7038
H 4.5252 -1.2078 -4.0900
H 2.3726 -0.2428 -3.2394
O -2.5485 -0.1034 -1.6340
S -2.6310 1.2998 -2.1712
N -1.8564 2.4093 -1.6129



No. 2
89
Properties=species:S:1:pos:R:3 method="wB97M-V/def2-TZVPD" spin_multiplicity=1 homo_ev=-7.4 orbital_gap_ev=6.547 charge=0
Y 0.4810 -1.6134 0.0439
O 2.8971 0.5049 2.3002
S 1.9528 0.7518 1.1911
C 0.8432 2.0677 1.7039
C 1.2681 3.3873 1.7017
C 0.4288 4.3731 2.1964
C -0.8197 4.0336 2.6970
C -1.2381 2.7110 2.7000
C -0.4112 1.7081 2.2014
P -0.9700 -0.0270 2.0828
C -2.7724 0.1037 2.2121
C -3.4766 0.5111 1.0795
C -4.8544 0.6404 1.1280
C -5.5367 0.3500 2.3026
C -4.8401 -0.0626 3.4290
C -3.4576 -0.1824 3.3882
C -0.4101 -0.7932 3.6294
C 0.1523 -0.0828 4.6859
C 0.6074 -0.7588 5.8081
C 0.5043 -2.1408 5.8800
C -0.0519 -2.8547 4.8278
C -0.5025 -2.1840 3.7024
C 2.8198 1.5838 -0.1307
C 4.0995 2.0314 0.1442
C 4.7887 2.7182 -0.8441
C 4.1914 2.9430 -2.0756
C 2.9188 2.4560 -2.3398
C 2.2121 1.7520 -1.3712
P 0.5784 0.9814 -1.7065
C -0.4671 2.4339 -2.0835
C -0.3562 3.1447 -3.2790
C -1.1297 4.2741 -3.4956
C -2.0272 4.7048 -2.5271
C -2.1513 3.9991 -1.3411
C -1.3755 2.8688 -1.1235
C 0.8413 0.2197 -3.3412
C -0.2721 -0.0201 -4.1473
C -0.1117 -0.5773 -5.4060
C 1.1523 -0.9308 -5.8540
C 2.2551 -0.7425 -5.0341
C 2.1045 -0.1698 -3.7809
H 2.2419 3.6449 1.3063
H 0.7490 5.4063 2.1858
H -1.4760 4.8033 3.0821
H -2.2222 2.4565 3.0727
H -2.9518 0.7113 0.1522
H -5.3964 0.9464 0.2430
H -6.6149 0.4359 2.3358
H -5.3723 -0.2970 4.3415
H -2.9164 -0.5095 4.2673
H 0.2511 0.9938 4.6286
H 1.0524 -0.2050 6.6241
H 0.8688 -2.6643 6.7541
H -0.1221 -3.9332 4.8748
H -0.9267 -2.7494 2.8780
H 4.5355 1.8238 1.1131
H 5.7942 3.0691 -0.6549
H 4.7295 3.4791 -2.8463
H 2.4809 2.5993 -3.3197
H 0.3244 2.8078 -4.0495
H -1.0365 4.8159 -4.4279
H -2.6352 5.5826 -2.7038
H -2.8583 4.3179 -0.5853
H -1.4909 2.3179 -0.2022
H -1.2684 0.2251 -3.8003
H -0.9823 -0.7548 -6.0208
H 1.2747 -1.3721 -6.8351
H 3.2393 -1.0478 -5.3645
H 2.9673 -0.0512 -3.1406
N -0.7132 -5.5819 -1.2245
C -0.2651 -5.2537 0.1325
C 1.1351 -4.6573 0.0369
O 1.9620 -5.2131 -0.6779
N 1.3402 -3.5453 0.7763
C 2.7317 -3.0743 0.7813
C 3.1971 -2.1795 -0.4051
O 2.2427 -1.7058 -1.1781
O 4.3680 -1.8954 -0.5023
H -1.3428 -6.3802 -1.2294
H 0.1198 -5.8051 -1.7719
H -0.1907 -6.1502 0.7536
H -0.9675 -4.5669 0.6040
H 3.4533 -3.8906 0.8104
H 2.8986 -2.4753 1.6858
Se -3.9938 -5.6510 -1.7389
Sb -2.3113 -4.0640 -2.3176
Se -0.8196 -3.9730 -4.2940
Se -2.9352 -2.8034 -4.5101
Se -2.0127 -2.1004 -0.7938



No. 3
80
Properties=species:S:1:pos:R:3 method="wB97M-V/def2-TZVPD" e_above_lowest_ev=0.207 spin_multiplicity=1 homo_ev="-10.2 / -10.2" orbital_gap_ev="7.731 / 7.723" charge=+1
Ni -0.7769 0.3709 -0.4267
C -0.3075 1.4402 3.0734
C -1.6290 0.7666 2.8913
C -2.4111 0.5843 4.0361
C -3.6280 -0.0490 3.9539
C -4.0437 -0.4792 2.7040
C -3.2251 -0.2546 1.6104
N -2.0373 0.3499 1.6796
Sb -4.0325 -0.8439 -0.2631
C -2.4467 -2.0533 -1.0270
C -2.6771 -3.3913 -1.2583
C -1.7777 -4.1000 -2.0494
C -0.7524 -3.4085 -2.6608
C -0.5865 -2.0469 -2.3963
C 0.3822 -1.2312 -3.1902
N -1.3693 -1.4159 -1.5187
C -3.4723 0.9224 -1.3721
C -4.5119 1.6675 -1.8894
C -4.2340 2.7332 -2.7354
C -2.9240 2.9562 -3.0968
C -1.9123 2.1623 -2.5569
C -0.5115 2.3121 -3.0544
N -2.1865 1.2123 -1.6531
H -0.0506 1.4586 4.1309
H -0.3351 2.4648 2.7057
H 0.4853 0.9210 2.5444
H -2.0354 0.9412 4.9833
H -4.2396 -0.2021 4.8312
H -4.9965 -0.9755 2.5787
H -3.5564 -3.8764 -0.8552
H -1.9149 -5.1563 -2.2309
H -0.0814 -3.8970 -3.3534
H 1.2783 -1.7934 -3.4451
H 0.6588 -0.3223 -2.6625
H -0.1099 -0.9388 -4.1217
H -5.5351 1.4148 -1.6443
H -5.0290 3.3477 -3.1320
H -2.6626 3.7327 -3.8006
H -0.3880 3.2529 -3.5864
H -0.3074 1.5028 -3.7576
H 0.2169 2.2600 -2.2520
C 1.4257 -3.0503 3.9880
C 0.2208 -2.7843 3.3623
C 0.1899 -1.9806 2.2318
C 1.3618 -1.4400 1.7198
C 2.5768 -1.7442 2.3367
C 2.6066 -2.5326 3.4709
P 1.3029 -0.4259 0.2053
C 2.3761 -1.4280 -0.8689
C 3.3524 -0.8566 -1.6795
C 4.1196 -1.6525 -2.5150
C 3.9175 -3.0224 -2.5493
C 2.9502 -3.6002 -1.7385
C 2.1865 -2.8092 -0.8992
C 2.1844 1.1273 0.4644
C 3.5075 1.2753 0.7990
C 4.0277 2.5571 1.0453
C 3.2088 3.6509 0.9966
C 1.8363 3.5288 0.6926
C 0.9545 4.6324 0.7401
C -0.3787 4.4377 0.5300
C -0.8834 3.1569 0.2177
C -0.0640 2.0514 0.0896
C 1.3188 2.2510 0.3803
H 1.4522 -3.6727 4.8709
H -0.6977 -3.2025 3.7483
H -0.7514 -1.7830 1.7388
H 3.5049 -1.3745 1.9231
H 3.5490 -2.7533 3.9517
H 3.5075 0.2140 -1.6683
H 4.8765 -1.1988 -3.1378
H 4.5220 -3.6428 -3.1975
H 2.7979 -4.6701 -1.7533
H 1.4468 -3.2705 -0.2562
H 4.1626 0.4171 0.8688
H 5.0735 2.6710 1.2885
H 3.6047 4.6333 1.2097
H 1.3450 5.6139 0.9716
H -1.0627 5.2742 0.6016
H -1.9551 3.0637 0.0871



No. 4
93
Properties=species:S:1:pos:R:3 method="wB97M-V/def2-TZVPD" e_above_lowest_ev=0.660 spin_multiplicity=1 homo_ev=-8.3 orbital_gap_ev=7.759 charge=0
Tl 0.5231 -0.5247 -2.4228
O -2.7751 -0.0347 -5.1718
C -1.8183 -0.4414 -4.5067
N -1.1283 0.2832 -3.6261
C -1.4427 1.6868 -3.6048
C -0.5525 2.4884 -2.6840
C -0.8562 3.8167 -2.4056
C 0.0093 4.5545 -1.6221
C 1.1719 3.9583 -1.1451
C 1.4011 2.6358 -1.4541
N 0.5402 1.9166 -2.1893
C -1.3252 -1.8586 -4.7172
C -1.8883 -2.6255 -5.7217
C -1.3683 -3.8865 -5.9589
C -0.3216 -4.3406 -5.1725
C 0.1674 -3.5206 -4.1705
N -0.3229 -2.2979 -3.9567
H -2.4872 1.8721 -3.3421
H -1.3253 2.0985 -4.6130
H -1.7621 4.2538 -2.8118
H -0.2124 5.5888 -1.3881
H 1.8885 4.5108 -0.5503
H 2.2937 2.1147 -1.1292
H -2.7046 -2.2074 -6.2928
H -1.7738 -4.5074 -6.7482
H 0.1178 -5.3193 -5.3196
H 0.9476 -3.8601 -3.5038
C -2.0497 3.9149 10.9986
O -3.0342 3.7351 9.9897
C -2.6171 3.2801 8.7872
C -3.6028 3.1331 7.8109
C -3.2724 2.6748 6.5565
C -1.9509 2.3493 6.2369
C -0.9797 2.4996 7.2150
C -1.2984 2.9606 8.4878
C -1.6461 1.8634 4.8838
N -2.5206 1.7295 3.9175
C -1.8048 1.2529 2.8457
C -0.4876 1.0921 3.1622
N -0.3908 1.4874 4.4764
C 0.4952 0.6007 2.2503
C 1.8412 0.3993 2.5946
C 2.7017 -0.0883 1.6571
C 2.2204 -0.3418 0.3695
N 0.9586 -0.1472 0.0133
C 0.0710 0.2962 0.9441
C -1.3526 0.4062 0.6075
N -1.7458 -0.0302 -0.6003
C -3.0298 -0.0170 -0.9038
C -4.0171 0.4655 -0.0377
C -3.6350 0.9267 1.1942
C -2.2807 0.8817 1.5490
H -2.5727 4.2999 11.8673
H -1.2898 4.6343 10.6869
H -1.5698 2.9687 11.2571
H -4.6248 3.3879 8.0678
H -4.0337 2.5580 5.7939
H 0.0600 2.2626 7.0121
H -0.5160 3.0649 9.2262
H 0.4337 1.4720 5.0479
H 2.1829 0.6189 3.6007
H 3.7468 -0.2755 1.8701
H 2.9034 -0.6887 -0.3853
H -3.2979 -0.4002 -1.8861
H -5.0555 0.4645 -0.3467
H -4.3504 1.3030 1.9160
O 4.0705 -2.4191 -1.0131
S 3.1585 -2.9483 -1.9955
O 2.9130 -4.3691 -1.9488
O 1.8476 -2.2225 -1.9961
C 3.9045 -2.6523 -3.6003
C 4.4785 -3.7831 -4.1792
C 5.1301 -3.6994 -5.3977
C 5.2159 -2.4840 -6.0558
C 4.6477 -1.3529 -5.4984
C 3.9928 -1.4199 -4.2713
S 3.1662 0.1018 -3.8234
O 3.0902 0.2327 -2.3675
O 3.8795 1.1581 -4.4843
O 1.7932 -0.1331 -4.3510
H 4.3953 -4.7221 -3.6500
H 5.5730 -4.5875 -5.8330
H 5.7248 -2.4163 -7.0082
H 4.7030 -0.3949 -5.9981
C 0.2360 -3.6940 0.5250
C -1.0898 -3.0783 0.1506
O -1.0188 -2.5879 -1.1960
H 0.1801 -4.0757 1.5486
H 1.0404 -2.9591 0.4632
H 0.4935 -4.5142 -0.1497
H -1.3391 -2.2616 0.8378
H -1.8841 -3.8244 0.2220
H -1.8864 -2.2420 -1.4349



No. 5
84
Properties=species:S:1:pos:R:3 method="wB97M-V/def2-TZVPD" e_above_lowest_ev=0.095 spin_multiplicity=1 homo_ev=-4.3 orbital_gap_ev=6.503 charge=-1
Rh 0.7884 -0.3811 -0.4257
C -1.4586 -3.9556 2.2806
C -1.6349 -2.6717 1.4691
C -1.6706 -1.4481 2.3435
C -2.7976 -1.2265 3.1270
C -2.8696 -0.1591 4.0066
C -1.7979 0.7095 4.0967
C -0.6477 0.5279 3.3335
C 0.4305 1.5847 3.4245
C 1.2375 1.5223 4.7230
C -0.5790 -0.5723 2.4599
N 0.5861 -0.7405 1.6617
C 1.7480 -0.8230 2.2300
C 2.9148 -0.7358 1.4487
C 4.2858 -0.8077 1.7354
C 4.9357 -0.5840 0.5270
C 3.9383 -0.3793 -0.4465
N 2.7342 -0.4732 0.1096
H -1.4635 -4.8278 1.6252
H -2.2510 -4.0745 3.0231
H -0.5035 -3.9390 2.8099
H -2.5638 -2.7273 0.8912
H -0.8211 -2.5973 0.7607
H -3.6305 -1.9174 3.0431
H -3.7579 0.0010 4.6053
H -1.8550 1.5726 4.7514
H -0.0626 2.5593 3.3740
H 1.0896 1.5345 2.5591
H 0.5895 1.6529 5.5926
H 1.9960 2.3062 4.7431
H 1.7435 0.5626 4.8372
H 1.8216 -0.9853 3.3045
H 4.7271 -1.0009 2.7009
H 5.9998 -0.5510 0.3548
H 4.0505 -0.1836 -1.5010
F -0.5728 8.9999 0.7621
C 0.6737 8.5561 0.4757
F 1.0558 9.1884 -0.6489
F 1.4628 9.0256 1.4698
C 0.7314 7.0682 0.3580
C 1.1162 6.4505 -0.8236
C 1.1367 5.0689 -0.9074
C 0.7706 4.2756 0.1865
C 0.3906 4.9194 1.3733
C 0.3706 6.2969 1.4583
C 0.7829 2.8528 0.0861
C 0.7805 1.6433 -0.0534
H 1.4024 7.0497 -1.6771
H 1.4344 4.5763 -1.8235
H 0.1129 4.3142 2.2260
H 0.0776 6.7818 2.3817
Te 1.3787 0.4701 -2.8767
C 0.4813 -0.6661 -4.4306
C 0.7481 -2.0172 -4.6563
C 0.1684 -2.6919 -5.7223
C -0.6810 -2.0259 -6.5959
C -0.9442 -0.6790 -6.3916
C -0.3728 -0.0086 -5.3168
H 1.4270 -2.5420 -3.9986
H 0.3890 -3.7424 -5.8740
H -1.1296 -2.5508 -7.4306
H -1.6059 -0.1467 -7.0652
H -0.5923 1.0405 -5.1584
N 0.1543 -7.7770 -1.4074
C 0.3034 -6.6393 -1.3101
C 0.4902 -5.2216 -1.1819
C 1.4230 -4.7101 -0.2798
C 1.5670 -3.3398 -0.1388
C 0.8034 -2.4186 -0.8726
C -0.0969 -2.9726 -1.7940
C -0.2644 -4.3378 -1.9524
H 2.0224 -5.3925 0.3111
H 2.3014 -2.9795 0.5727
H -0.7003 -2.3141 -2.4075
H -0.9801 -4.7278 -2.6672
C -4.3479 -1.2071 -1.8159
C -3.7665 -0.0830 -0.9552
C -2.3153 -0.1825 -0.8555
N -1.1846 -0.2967 -0.7584
H -5.4359 -1.1783 -1.7754
H -4.0121 -2.1798 -1.4584
H -4.0346 -1.1003 -2.8535
H -4.1629 -0.1176 0.0617
H -4.0087 0.8972 -1.3679



Calculated DFT total energy, -95536.4219, -351585.6481, -103367.1400, -97256.1633, -66464.3040 eV (same order as the records).